1:
Molecular formula: C3H10N2O
Method: DFT, wB97M-V/def2-TZVPD

```
16
Properties=species:S:1:pos:R:3
C 1.012 2.179 -2.158
C 0.592 1.963 -0.691
N 0.929 0.639 -0.154
C 0.025 -0.297 0.189
N 0.216 -1.159 1.110
H 1.412 3.196 -2.243
H 1.737 1.464 -2.538
H 0.134 2.146 -2.803
H -0.483 2.048 -0.633
H 1.118 2.662 -0.036
H 1.900 0.460 0.050
H -0.978 -0.107 -0.233
H -0.164 -2.094 1.048
H -2.005 -2.133 1.760
H -2.763 -3.205 0.939
O -2.193 -3.075 1.701
```

As for the LUMO energy: 0.89 eV. As for the SMILES: [H]/N=C/NCC.O.

Here are the natural (NBO) charges for atoms 1 to 4, given in e: number 1, C, carries -0.6273; number 2, C, carries -0.2142; number 3, N, carries -0.5960; number 4, C, carries 0.3151

=====

2:
Molecular formula: C3H10N2O
Method: DFT, wB97M-V/def2-TZVPD

```
16
Properties=species:S:1:pos:R:3
C -1.262 1.290 -0.294
C -1.459 0.880 0.961
N -2.002 0.918 -1.403
H -0.534 2.063 -0.488
H -1.015 1.442 1.768
H -2.082 0.036 1.222
H 1.817 -0.163 -1.229
H -1.678 1.206 -2.311
H -2.328 -0.037 -1.436
N 1.347 -0.669 1.248
C 1.496 -1.535 0.127
O 2.263 -0.975 -0.969
H 2.206 -0.183 1.469
H 0.588 0.003 1.191
H 2.077 -2.396 0.459
H 0.566 -1.882 -0.315
```

As for the LUMO energy: 0.74 eV. As for the SMILES: C=CN.NCO.

Here are the natural (NBO) charges for atoms 1 to 4, given in e: number 1, C, carries 0.0124; number 2, C, carries -0.5469; number 3, N, carries -0.8119; number 4, H, carries 0.1870

=====

3:
Molecular formula: C3H10N2O
Method: DFT, wB97M-V/def2-TZVPD

```
16
Properties=species:S:1:pos:R:3
C 0.616 -0.344 0.606
C 0.552 0.589 -0.491
C -1.188 0.389 -0.855
N 0.664 -1.712 0.394
N -2.101 0.998 0.061
O 2.324 0.282 0.785
H 2.915 -0.483 0.731
H 0.127 -0.043 1.529
H 1.175 -1.984 -0.436
H -0.029 -2.248 0.898
H -1.805 1.922 0.357
H -2.278 0.431 0.882
H 0.619 1.635 -0.208
H 1.093 0.318 -1.394
H -1.455 -0.652 -1.039
H -1.229 0.901 -1.818
```

As for the LUMO energy: 0.80 eV.

Here are the natural (NBO) charges for atoms 1 to 4, given in e: number 1, C, carries 0.2706; number 2, C, carries -0.4143; number 3, C, carries -0.2317; number 4, N, carries -0.8451

=====

It is 1 that is most stable; the runner-up trails by 2.4 kcal/mol.

=====

1:
Molecular formula: C3H11ClN2Si
Method: DFT, wB97M-V/def2-TZVPD

```
18
Properties=species:S:1:pos:R:3
C 1.207 1.619 -1.216
C -3.507 -0.253 0.879
C -0.276 1.146 -1.065
N 3.512 -2.051 1.324
N -2.405 0.409 0.658
Si -0.794 -0.194 0.188
Cl -1.297 -1.805 -0.993
H 1.251 2.510 -1.699
H 1.529 1.694 -0.194
H 1.699 0.873 -1.774
H -3.686 -0.953 0.086
H 3.688 -2.973 1.839
H -4.234 -0.096 1.555
H -0.777 1.013 -1.954
H -0.746 2.027 -0.565
H 4.306 -1.861 0.725
H 2.703 -2.173 0.797
H -2.174 1.066 1.409
```

As for the LUMO energy (alpha / beta): -0.56 / -0.35 eV.

Here are the natural (NBO) charges for atoms 1 to 4, given in e: number 1, C, carries -0.5853; number 2, C, carries -0.0432; number 3, C, carries -0.8492; number 4, N, carries -1.0713

=====

2:
Molecular formula: C3H11ClN2Si
Method: DFT, wB97M-V/def2-TZVPD

```
18
Properties=species:S:1:pos:R:3
C -1.654 1.718 -0.355
C 0.182 -2.621 -0.065
C -0.081 1.764 -0.525
N 0.821 0.290 1.803
N 0.150 -1.320 -0.719
Si 0.813 0.319 0.063
Cl 2.825 0.496 -0.338
H -1.943 0.862 -1.037
H -2.185 1.677 0.616
H -2.118 2.600 -0.857
H 1.094 -2.732 0.417
H -0.688 -2.706 0.509
H 0.203 -3.449 -0.949
H 0.477 2.523 0.016
H 0.130 2.002 -1.532
H 1.493 -0.327 2.344
H -0.066 0.398 2.260
H 0.547 -1.493 -1.652
```

As for the LUMO energy: 0.77 eV. As for the SMILES: CC[Si@](N)(Cl)NC.

Here are the natural (NBO) charges for atoms 1 to 4, given in e: number 1, C, carries -0.6207; number 2, C, carries -0.3849; number 3, C, carries -0.9529; number 4, N, carries -1.3213

=====

It is 2 that is most stable; the runner-up trails by 75.1 kcal/mol.